Density functional theory data (wB97M-V/def2-TZVPD) for a gas-phase ion, C2H3N2S2 (charge +1).

```
! wB97M-V def2-TZVPD RIJCOSX def2/J DEFGRID3
* xyz 1 1
C 0.17 -0.56 -0.01
C -1.70 0.98 -0.12
N -0.47 0.76 0.10
N 1.55 -0.49 -0.13
S -3.21 0.68 -0.06
S -0.65 -1.99 -0.08
H 0.12 1.53 0.37
H 2.19 0.41 -0.11
H 1.99 -1.31 0.04
*
```

Output
energy above the lowest of the compared OMol25 structures with the same formula, charge and spin	33.2	kcal per mole
frontier orbital gap	6.98	eV
max |F|	6.1	eV/Å
M	119.19	g/mol